1.
C25H26Cl2O20 | the ωB97M-V functional and the def2-TZVPD basis

Each line ends with the Mulliken charge.
Geometry (Å):
1 O -0.286 -1.651 -2.113  -0.423
2 C -1.202 -1.960 -2.881  0.831
3 C -1.320 -1.407 -4.272  -0.830
4 C -2.148 -1.937 -5.230  0.332
5 O -2.131 -1.427 -6.506  -0.556
6 C -3.067 -3.039 -4.942  0.715
7 O -3.803 -3.537 -5.775  -0.605
8 C -3.077 -3.473 -3.540  -0.625
9 C -2.350 -2.907 -2.563  0.130
10 O -2.385 -3.236 -1.234  -0.562
11 H -0.694 -0.558 -4.507  0.419
12 H -2.853 -1.750 -7.051  0.329
13 H -3.672 -4.352 -3.336  0.453
14 H -1.638 -2.857 -0.765  0.330
15 O 2.709 -1.374 -1.142  -0.594
16 C 3.594 -1.089 -1.955  1.198
17 C 4.979 -0.789 -1.595  -1.085
18 C 5.951 -0.552 -2.520  0.384
19 O 7.145 -0.238 -2.100  -0.525
20 C 5.785 -0.646 -3.965  0.701
21 O 6.641 -0.498 -4.818  -0.581
22 C 4.341 -0.945 -4.358  -0.779
23 C 3.368 -1.172 -3.418  0.314
24 O 2.087 -1.392 -3.767  -0.386
25 H 5.256 -0.654 -0.560  0.405
26 H 7.815 -0.307 -2.783  0.340
27 H 4.016 -1.022 -5.385  0.474
28 H 1.583 -1.451 -2.952  0.146
29 O 0.401 2.261 7.813  -0.628
30 C 0.595 1.791 6.656  0.419
31 C 1.616 2.214 5.687  -1.031
32 C 1.744 1.707 4.388  1.021
33 O 2.705 2.128 3.560  -0.431
34 C 0.958 0.497 3.896  0.449
35 O 1.081 0.010 2.779  -0.508
36 C 0.061 -0.026 4.894  -0.490
37 C -0.124 0.510 6.137  0.305
38 O -1.110 0.006 6.994  -0.539
39 H 2.231 3.042 6.008  0.281
40 H 2.960 2.989 3.900  0.320
41 H -0.532 -0.891 4.636  0.456
42 H -1.188 0.500 7.814  0.344
43 O -5.793 0.720 0.212  -0.607
44 C -4.816 1.095 0.862  0.451
45 C -4.834 2.164 1.941  -0.857
46 C -3.817 2.591 2.717  0.098
47 O -3.810 3.704 3.454  -0.580
48 C -2.445 2.013 2.542  1.165
49 O -1.451 2.472 3.113  -0.603
50 C -2.355 0.912 1.585  -0.114
51 C -3.407 0.528 0.773  -0.306
52 O -3.210 -0.458 -0.117  -0.097
53 H -5.742 2.740 2.046  0.405
54 H -2.917 3.741 3.803  0.372
55 H -1.397 0.443 1.416  0.504
56 H -4.061 -0.728 -0.470  0.278
57 Cl -2.605 1.720 -3.024  -0.169
58 C -1.048 2.485 -2.623  0.357
59 Cl 0.359 1.737 -3.383  -0.099
60 H -1.072 3.553 -2.839  0.411
61 H -1.018 2.411 -1.536  -0.470
62 O 0.482 3.518 1.040  -0.705
63 H 0.977 3.213 1.801  0.361
64 H 0.038 2.735 0.714  0.164
65 O 2.011 -2.128 1.561  -0.711
66 H 2.851 -1.965 1.134  0.263
67 H 1.916 -1.410 2.186  0.373
68 O -0.431 -2.716 0.593  -0.613
69 H 0.488 -2.551 0.803  0.345
70 H -0.671 -3.465 1.139  0.226
71 O 0.408 0.444 -0.023  0.172
72 H 0.173 0.018 -0.848  -0.014
73 H 1.156 -0.058 0.300  0.082

Properties
net charge: 0
HOMO: -0.343 Eh

---

2.
C8H32N17O11V | the ωB97M-V functional and the def2-TZVPD basis

Each line ends with the Mulliken spin population.
Geometry (Å):
1 V -2.448 -1.448 1.923  2.961
2 N 0.278 0.193 0.758  -0.007
3 O 1.313 -0.420 0.827  0.007
4 O 0.351 1.381 0.407  0.003
5 O -0.737 -0.338 1.177  0.005
6 C 3.069 3.145 -1.122  0.000
7 O 3.574 3.191 -0.007  0.000
8 N 2.096 2.336 -1.542  0.000
9 N 3.610 3.771 -2.096  0.000
10 H 1.494 1.748 -0.983  -0.001
11 H 2.077 2.339 -2.552  0.000
12 H 4.524 4.179 -1.965  0.000
13 H 3.162 4.011 -2.969  0.000
14 C 2.457 -4.190 1.116  0.000
15 O 1.499 -4.594 0.596  0.000
16 N 2.849 -2.979 1.211  0.000
17 N 3.380 -4.981 1.472  0.000
18 H 2.276 -2.185 0.964  0.000
19 H 3.746 -3.015 1.675  0.000
20 H 3.335 -5.984 1.370  0.000
21 H 4.079 -4.577 2.079  0.000
22 C -3.499 -0.507 -1.032  0.006
23 O -3.407 -0.731 0.157  -0.008
24 N -2.578 -0.415 -1.861  0.002
25 N -4.606 -0.102 -1.526  0.002
26 H -1.657 -0.689 -1.549  0.001
27 H -2.682 -0.118 -2.821  0.000
28 H -4.534 0.092 -2.515  0.000
29 H -5.483 -0.071 -1.026  -0.001
30 C 1.045 1.369 4.963  0.000
31 O 1.743 0.418 4.773  0.000
32 N 0.705 1.850 6.137  0.000
33 N 0.367 2.056 4.030  0.000
34 H 0.843 1.338 6.996  0.000
35 H 0.119 2.671 6.085  0.000
36 H 0.215 1.635 3.125  0.001
37 H -0.237 2.813 4.314  0.000
38 C -1.828 -3.716 -0.679  0.000
39 O -1.879 -2.872 0.219  0.008
40 N -0.833 -4.471 -1.010  0.002
41 N -2.761 -4.045 -1.485  0.001
42 H -0.004 -4.401 -0.437  -0.001
43 H -1.036 -5.098 -1.774  0.000
44 H -3.576 -3.458 -1.376  0.000
45 H -2.619 -4.663 -2.271  0.000
46 C -0.282 2.888 -3.929  0.000
47 O 0.530 2.139 -4.389  0.000
48 N -0.929 3.774 -4.594  0.000
49 N -0.671 2.858 -2.700  0.000
50 H -0.708 3.952 -5.563  0.000
51 H -1.808 4.103 -4.219  0.000
52 H 0.032 2.566 -2.036  0.000
53 H -1.429 3.488 -2.481  0.000
54 C 4.164 -1.456 -2.077  0.000
55 O 5.342 -1.683 -1.969  0.000
56 N 3.550 -0.783 -1.145  0.000
57 N 3.413 -1.957 -2.986  0.000
58 H 4.097 -0.422 -0.377  0.000
59 H 2.578 -0.514 -1.199  0.000
60 H 2.430 -1.734 -2.930  0.000
61 H 3.709 -2.631 -3.678  0.000
62 C -3.576 1.502 2.967  -0.006
63 O -2.810 0.606 2.645  0.019
64 N -4.305 1.496 4.025  0.002
65 N -3.778 2.658 2.293  0.002
66 H -4.132 0.637 4.528  0.000
67 H -5.115 2.091 4.126  0.000
68 H -4.512 3.273 2.615  -0.001
69 H -3.598 2.681 1.300  0.001

Properties
expectation value of S²: 3.753
spin multiplicity: 4
net charge: +1
HOMO (spin up / spin down): -0.383 / -0.383 Eh

---

3.
C13H32O10P3PdS2 | the ωB97M-V functional and the def2-TZVPD basis

Each line ends with the Mulliken charge.
Geometry (Å):
1 Pd 0.084 0.155 0.949  0.088
2 C 4.149 1.948 2.409  -1.731
3 C 2.698 2.419 2.292  1.116
4 O 2.595 3.830 2.483  -0.638
5 P 1.648 1.590 3.542  1.051
6 O 1.899 0.029 3.402  -0.627
7 O 2.483 1.952 4.878  -0.546
8 O 0.240 1.999 3.633  -0.685
9 P 2.070 2.013 0.586  0.947
10 O 3.138 2.820 -0.314  -0.608
11 O 2.285 0.519 0.451  -0.875
12 O 0.688 2.510 0.341  -0.810
13 H 4.523 2.095 3.424  0.422
14 H 4.755 2.533 1.719  0.381
15 H 4.231 0.893 2.149  0.324
16 H 2.682 4.019 3.424  0.428
17 H 1.447 -0.276 2.581  0.447
18 H 1.906 1.865 5.647  0.348
19 H 2.651 3.450 -0.859  0.358
20 C 0.262 -1.769 1.273  -1.214
21 H -0.489 -2.268 0.661  0.069
22 H 0.076 -1.954 2.335  0.455
23 H 1.272 -2.071 0.980  0.345
24 C -3.431 -0.720 4.011  -0.578
25 C -4.126 -1.099 2.685  -0.598
26 C -3.204 -0.524 1.600  -0.096
27 O -1.965 -0.266 2.267  0.315
28 C -2.304 0.207 3.563  -0.507
29 H -3.013 -1.607 4.489  0.278
30 H -4.102 -0.238 4.723  0.331
31 H -5.126 -0.669 2.611  0.336
32 H -4.221 -2.179 2.584  0.262
33 H -3.594 0.416 1.197  0.308
34 H -3.005 -1.197 0.769  -0.263
35 H -2.636 1.251 3.499  0.249
36 H -1.410 0.175 4.180  0.202
37 C -1.424 -1.015 -5.756  -1.165
38 C -2.148 -0.167 -4.722  0.559
39 C -1.431 1.143 -4.445  -1.238
40 O -2.421 -0.964 -3.557  -0.488
41 P -1.516 -1.210 -2.252  0.596
42 S -2.111 -2.889 -1.438  -0.542
43 S -1.502 0.436 -1.111  -0.291
44 O -0.070 -1.339 -2.971  -0.110
45 C 1.136 -1.440 -2.190  2.836
46 C 2.172 -0.549 -2.845  -1.695
47 C 1.564 -2.891 -2.109  -1.543
48 H -1.362 -0.474 -6.704  0.449
49 H -1.960 -1.950 -5.919  0.310
50 H -0.417 -1.248 -5.413  0.089
51 H -3.149 0.064 -5.099  0.359
52 H -0.422 0.969 -4.075  0.096
53 H -1.963 1.735 -3.703  0.308
54 H -1.372 1.707 -5.379  0.483
55 H 0.939 -1.047 -1.190  -1.451
56 H 2.354 -0.871 -3.874  0.382
57 H 3.107 -0.590 -2.285  0.425
58 H 1.825 0.485 -2.851  0.285
59 H 1.782 -3.276 -3.108  0.348
60 H 0.770 -3.496 -1.670  0.307
61 H 2.463 -2.976 -1.495  0.410

Properties
net charge: -1
HOMO: -0.170 Eh

---

4.
C4H4N2O | the ωB97M-V functional and the def2-TZVPD basis

Each line ends with the Mulliken charge.
Geometry (Å):
1 O -2.517 -0.615 0.019  -0.587
2 C -1.413 0.003 0.007  0.392
3 N -1.231 1.314 0.066  -0.427
4 C 0.092 1.429 -0.021  0.038
5 N 0.903 0.307 -0.476  -0.336
6 C 1.026 -0.805 0.472  -0.413
7 C -0.079 -0.602 -0.514  0.095
8 H 0.604 2.442 0.075  0.360
9 H 1.717 -1.437 0.045  0.264
10 H 1.057 -0.656 1.590  0.241
11 H -0.160 -1.381 -1.263  0.372

Properties
net charge: 0
HOMO: -0.366 Eh